Record 1
A structure of composition C28H54F3O26Rb2 at a distorted geometry, computed with ωB97M-V with the def2-TZVPD basis set.

```
113
C28H54F3O26Rb2 ωB97M-V with the def2-TZVPD basis set
Rb 0.37412 -3.66042 -3.02330
Rb 3.33846 -0.83153 -5.13335
C 1.11827 0.20502 -2.03807
O 1.18909 -0.94185 -1.17420
O 1.11706 -0.26006 -3.35777
C -0.14329 1.04439 -1.55610
F -1.29160 0.39521 -1.68705
F -0.01532 1.51832 -0.33333
F -0.25520 2.18167 -2.31131
C 2.35448 -1.14545 -0.36546
C 2.34383 -2.65307 -0.01866
H 1.48372 -2.95587 0.57852
H 2.40611 -3.25864 -0.92282
H 3.17768 -2.90071 0.63820
H 2.41308 -0.56583 0.55580
H 3.32444 -0.92329 -0.81032
H 1.95768 0.89904 -1.99539
C -1.86000 -2.27875 0.50429
O -3.18771 -2.41711 0.00356
C -3.53709 -3.44757 -0.82203
O -2.84898 -4.20622 -1.47912
O -4.86802 -3.35291 -1.04722
C -5.54827 -4.21271 -1.99733
H -1.96418 -1.92903 1.53139
H -1.24001 -1.65108 -0.13582
H -1.40472 -3.26672 0.57304
H -6.62921 -4.11246 -1.89918
H -5.27128 -5.26111 -1.88675
H -5.13227 -4.04177 -2.99022
C 2.48731 1.67956 3.06150
O 3.11672 2.07145 4.29736
C 3.53182 3.32427 4.64258
O 3.57553 4.32460 3.86435
O 3.95499 3.29525 5.94705
C 4.41714 4.47347 6.63068
H 2.03295 2.42470 2.40848
H 1.86723 0.80697 3.26686
H 3.30612 1.31287 2.44249
H 4.53004 4.22572 7.68614
H 3.82820 5.38619 6.54022
H 5.35866 4.84986 6.23071
C -3.73423 -0.75443 -3.06501
O -4.80735 -0.45227 -3.79152
C -4.67851 0.14895 -5.00004
O -3.61220 0.33014 -5.59105
O -5.87417 0.52166 -5.42310
C -5.91193 0.93750 -6.79733
H -4.00116 -0.76968 -2.00832
H -2.98831 0.03286 -3.17400
H -3.42934 -1.75800 -3.36164
H -5.56660 0.16579 -7.48531
H -5.41599 1.89969 -6.92521
H -6.90615 1.18380 -7.17010
C -2.39806 2.64055 7.52192
O -1.61197 2.17236 6.47301
C -1.98650 2.42986 5.14659
O -2.89778 3.18718 4.75460
O -1.04164 1.80080 4.35645
C -0.95867 2.10224 2.95882
H -2.63436 1.86962 8.25535
H -3.31839 3.04962 7.10509
H -1.83840 3.45552 7.98096
H -0.40955 1.39955 2.33208
H -0.49432 3.07962 2.82767
H -1.97626 2.02564 2.57577
C 2.56504 3.89302 -2.55564
O 2.68544 4.99646 -3.43935
C 2.16076 6.21554 -3.15420
O 1.60547 6.65364 -2.08827
O 2.19783 6.86026 -4.26740
C 1.74414 8.20255 -4.31525
H 3.14491 3.00805 -2.81770
H 1.48581 3.74797 -2.50771
H 2.96742 4.20296 -1.59121
H 2.49765 8.68375 -3.69173
H 0.75370 8.26978 -3.86511
H 1.78253 8.61730 -5.32252
C -7.66408 4.51785 -3.16509
O -6.43797 3.82711 -3.50229
C -5.43691 3.71037 -2.55562
O -5.33885 4.16725 -1.41559
O -4.47433 3.05752 -3.10796
C -3.28695 2.76917 -2.41124
H -8.13083 4.71608 -4.12995
H -7.36806 5.50373 -2.80661
H -8.32531 3.80371 -2.67429
H -3.52597 1.94180 -1.74309
H -2.92520 3.54146 -1.73240
H -2.54700 2.46878 -3.15309
C 5.92168 -2.95200 -1.89884
O 5.60970 -3.82380 -0.85283
C 5.92000 -3.50496 0.44069
O 6.47419 -2.50475 0.83545
O 5.57721 -4.49146 1.33605
C 4.54788 -5.39999 1.01230
H 7.00278 -2.81784 -1.93519
H 5.48520 -1.96972 -1.71797
H 5.49806 -3.20467 -2.87084
H 4.36907 -6.08384 1.84203
H 4.66576 -5.93780 0.07158
H 3.58714 -4.89238 0.92616
C 1.21691 -5.42652 2.90857
O 2.18099 -5.91572 3.80929
C 2.51107 -7.15589 3.84988
O 2.23035 -8.05422 3.07832
O 3.27630 -7.27828 4.98420
C 3.91074 -8.45024 5.27786
H 0.79727 -4.46777 3.21323
H 0.32320 -6.04993 2.93613
H 1.67470 -5.29217 1.92854
H 3.14189 -9.16219 5.57806
H 4.76375 -8.40944 5.95520
H 4.26924 -8.97347 4.39140
```

## Properties
- Highest occupied orbital energy (spin up / spin down): -0.4959 / -0.4959 hartree
- Multiplicity: 2
- Gap between HOMO and LUMO (spin up / spin down): 6.31 / 3.40 eV
- F_max: 0.100 Eh/bohr
- Charge: +2

***

Record 2
A structure of composition C24H15AgBrF4P, computed with ωB97M-V with the def2-TZVPD basis set.

```
46
C24H15AgBrF4P ωB97M-V with the def2-TZVPD basis set
Ag 0.83955 1.83459 1.35179
F 5.15486 -2.68057 -2.41437
C 4.09987 -2.19994 -1.77243
C 2.87267 -2.81350 -1.90457
F 2.75157 -3.88645 -2.67732
C 1.78261 -2.30496 -1.22870
F 0.62946 -2.95730 -1.39113
C 1.86302 -1.18124 -0.41534
P 0.37360 -0.53743 0.47306
C -0.89788 -0.44820 -0.81980
C -2.23751 -0.66778 -0.51152
C -3.21904 -0.45653 -1.47071
C -2.87151 -0.00832 -2.73666
C -1.53872 0.24066 -3.03892
C -0.55639 0.02800 -2.08353
C -0.04139 -1.94957 1.55186
C 0.54977 -1.91688 2.81556
C 0.34710 -2.95294 3.71732
C -0.47192 -4.01918 3.37042
C -1.07677 -4.04915 2.12133
C -0.86037 -3.02257 1.21133
C 3.12312 -0.59095 -0.28590
Br 3.45494 0.90192 0.82614
C 4.22354 -1.09210 -0.95921
F 5.42731 -0.53733 -0.84323
H -2.52160 -0.99235 0.48344
H -4.25818 -0.63568 -1.22320
H -3.63748 0.15566 -3.48447
H -1.26332 0.61307 -4.01795
H 0.47741 0.24664 -2.32442
H 1.16861 -1.07034 3.09619
H 0.81631 -2.91913 4.69296
H -0.64340 -4.82405 4.07520
H -1.71714 -4.87891 1.84875
H -1.32152 -3.06867 0.23305
C -1.53190 5.90282 -0.11171
C -2.16414 4.66741 -0.07220
C -1.50490 3.56232 0.45906
C -0.20570 3.64351 0.97031
C 0.40237 4.90182 0.92037
C -0.24297 6.01670 0.39265
H -2.03715 6.76613 -0.53027
H -3.17296 4.56138 -0.45655
H -2.03196 2.61354 0.47604
H 1.40463 5.03038 1.31309
H 0.26349 6.97547 0.37419
```

## Properties
- Highest occupied orbital energy: -0.2818 hartree
- Gap between HOMO and LUMO: 7.58 eV
- F_max: 0.014 Eh/bohr
- Relative energy (zero: lowest compared OMol25 entry of this formula, charge and spin): 26.22 kJ/mol

***

Q: Among the records above, which one has the highest F_max?
A: C28H54F3O26Rb2